Here is 2 unconnected molecules or ions with the total composition C5H4BrN at a distorted geometry from the Open Molecules 2025 dataset. Energies are from the ωB97M-V functional and the def2-TZVPD basis.

Output
- multiplicity = 1
- structure (SMILES) = C=CC#N.C#CBr
- HOMO energy (eV) = -10.39
- molar mass (g/mol) = 158.00

Each line ends with the Mulliken charge.
Atoms and positions in Å:
C 2.315 -1.318 0.244  -0.221
C 1.333 -1.963 0.491  -0.139
Br 3.814 -0.404 -0.167  0.016
H 0.149 0.047 0.178  -0.171
H -2.024 -0.866 -0.567  0.262
C -0.693 0.683 -0.059  0.400
C -1.860 0.192 -0.462  -0.673
C -0.484 2.070 0.091  0.228
N -0.315 3.199 0.204  -0.359
H -2.690 0.838 -0.695  0.288
H 0.455 -2.478 0.743  0.369



Here is 2 unconnected molecules or ions with the total composition C3H5BrClFO at a distorted geometry from the Open Molecules 2025 dataset. Energies are from the ωB97M-V functional and the def2-TZVPD basis.

Output
- multiplicity = 1
- HOMO energy (alpha / beta) (eV) = -7.85 / -9.53
- molar mass (g/mol) = 191.43

Each line ends with the Mulliken charge.
Atoms and positions in Å:
Cl -2.053 1.781 0.707  -0.155
H 0.579 0.814 0.458  0.022
H 2.319 0.383 1.148  0.257
C 1.792 -0.461 -0.639  -0.434
H 2.077 -0.576 -1.618  0.493
H 2.037 1.638 -0.206  0.253
H -2.768 -1.639 0.419  0.367
C 1.721 0.705 0.291  -0.405
Br 0.802 -1.892 -0.094  -0.102
C -1.759 0.085 -0.002  0.395
F -2.498 0.034 -1.255  -0.282
O -2.249 -0.872 0.791  -0.409



Here are the calculated ΔE to the lowest compared entry with this formula, charge and spin numbers, same order: 122.3, 375.5 (kJ/mol).